# C9H16CrNS4

A structure of composition C9H16CrNS4 at a distorted geometry (wB97M-V/def2-TZVPD, the Open Molecules 2025 dataset).

Output
- Multiplicity: 5
- HOMO level (alpha / beta): -11.85 / -12.82 eV
- Net charge: +1
- Gap between HOMO and LUMO (alpha / beta): 8.6 / 9.4 eV

```
31
C9H16CrNS4 wB97M-V/def2-TZVPD
Cr -1.69531 -0.02294 -0.23328
C 0.49294 -2.02533 1.12267
C -0.39203 -1.76887 2.33419
S -1.56060 -0.35979 2.17944
C -0.56294 1.06566 2.74429
C 0.56634 1.55255 1.84635
S -0.05612 2.29346 0.29065
C 1.12647 1.66339 -0.95738
C 0.47137 1.55100 -2.32743
S -0.92106 0.37098 -2.51915
C -0.05371 -1.19799 -2.90030
C 0.65301 -1.85616 -1.72608
S -0.54457 -2.16621 -0.37686
H 1.03672 -2.96106 1.25149
H 1.21064 -1.22235 0.96562
H 0.21693 -1.59309 3.22000
H -1.03371 -2.62774 2.52908
H -0.16374 0.78615 3.71926
H -1.30294 1.85369 2.88838
H 1.27428 0.76152 1.60483
H 1.10644 2.33314 2.38170
H 1.52862 0.71246 -0.60945
H 1.94872 2.37524 -1.03340
H 1.21493 1.26881 -3.07264
H 0.04386 2.51042 -2.61824
H 0.65147 -0.99343 -3.70479
H -0.83901 -1.84395 -3.29414
H 1.45944 -1.23578 -1.34003
H 1.06801 -2.81580 -2.03250
N -3.87570 2.21021 -0.14525
C -3.06873 1.38180 -0.18703
```